A structure of composition C3H8N2O. Source: the OMol25 dataset; level of theory: ωB97M-V/def2-TZVPD.

For the highest occupied orbital energy, the calculation gives -0.300 Ha. Its frontier orbital gap is 0.315 Eh. The calculation puts the LUMO energy at 0.015 Ha. The calculated total energy comes out at -8265.6005 eV. The value obtained for the energy above the lowest of the compared OMol25 structures with the same formula, charge and spin is 85.9 kcal per mole.

ORCA input file:
```
! RIJCOSX wB97M-V def2-TZVPD def2/J DEFGRID3
* xyz 0 1
C 1.933 0.225 -0.724
C -1.193 0.999 -0.338
N 1.416 -0.215 0.358
C -0.411 -0.716 -0.070
N -0.860 -1.145 1.163
O -0.488 -1.423 -1.054
H 1.733 0.216 1.224
H -1.280 -2.063 1.136
H -1.011 -0.445 1.872
H 2.623 1.054 -0.858
H 1.715 -0.298 -1.641
H -2.239 0.705 -0.270
H -1.010 1.469 -1.303
H -0.927 1.636 0.506
*
```



A cluster of 2 separate species, C20H29N2O8S in total. Source: the OMol25 dataset; level of theory: ωB97M-V/def2-TZVPD.

For the highest occupied orbital energy, the calculation gives -0.126 Ha. Its frontier orbital gap is 0.143 Eh. The calculation puts the LUMO energy at 0.017 Ha. The calculated total energy comes out at -51404.2016 eV.

ORCA input file:
```
! RIJCOSX wB97M-V def2-TZVPD def2/J DEFGRID3
* xyz -1 1
C 5.228 -1.198 -0.352
C 4.153 -1.443 -1.380
C 4.439 -0.625 -2.620
C 4.045 -2.926 -1.710
O 2.839 -1.101 -0.832
C 2.586 0.153 -0.380
N 1.148 0.252 -0.225
N 0.888 1.461 0.149
C -0.069 1.504 1.178
O -0.816 0.610 1.567
O -0.067 2.757 1.711
C -1.210 3.109 2.593
C -1.350 2.136 3.744
C -2.480 3.146 1.764
C -0.893 4.493 3.137
O 3.424 0.995 -0.135
H 5.015 -1.772 0.556
H 6.197 -1.519 -0.752
H 5.249 -0.131 -0.111
H 3.645 -0.748 -3.367
H 4.537 0.434 -2.347
H 5.379 -0.974 -3.062
H 3.195 -3.124 -2.374
H 4.964 -3.267 -2.200
H 3.899 -3.508 -0.791
H -0.414 2.104 4.314
H -2.159 2.433 4.427
H -1.564 1.138 3.353
H -2.340 3.822 0.912
H -2.710 2.139 1.395
H -3.331 3.509 2.355
H -0.744 5.214 2.327
H -1.715 4.854 3.772
H 0.020 4.474 3.742
C -4.082 -0.562 3.609
C -3.965 -1.478 2.418
O -2.747 -1.144 1.750
C -2.552 -1.996 0.701
C -1.309 -1.686 0.018
S -0.770 -2.634 -1.280
C -0.726 -1.446 -2.634
C -1.816 -1.279 -3.489
C -1.754 -0.301 -4.487
C -0.615 0.503 -4.632
C 0.473 0.321 -3.775
C 0.421 -0.687 -2.812
O 0.592 -3.050 -1.049
O -1.761 -3.562 -1.744
O -3.363 -2.872 0.436
H -5.019 -0.766 4.134
H -3.260 -0.727 4.317
H -4.087 0.493 3.305
H -3.931 -2.527 2.744
H -4.810 -1.327 1.730
H -0.687 -0.881 0.353
H -2.691 -1.916 -3.379
H -2.603 -0.171 -5.157
H -0.568 1.260 -5.417
H 1.371 0.937 -3.845
H 1.271 -0.903 -2.174
*
```